{"formula": "H20HeKrO10", "method": "ωB97M-V/def2-TZVPD", "e_homo_ev": -10.2143, "multiplicity": 1, "e_tot_ha": -3520.9079, "symbols": ["He", "Kr", "O", "H", "H", "O", "H", "H", "O", "H", "H", "O", "H", "H", "O", "H", "H", "O", "H", "H", "O", "H", "H", "O", "H", "H", "O", "H", "H", "O", "H", "H"], "positions_angstrom": [[0.175, -0.246, 0.017], [-1.368, -1.188, -3.282], [0.131, -0.827, 2.948], [0.951, -0.468, 2.608], [-0.364, -0.061, 3.237], [-0.119, 2.925, 1.889], [0.119, 3.850, 1.816], [0.670, 2.453, 1.622], [2.292, -0.152, -2.183], [1.404, 0.204, -2.147], [2.184, -1.085, -2.000], [-4.189, -1.725, -1.549], [-3.375, -1.558, -1.075], [-4.874, -1.374, -0.980], [-0.187, 1.722, -2.103], [-0.158, 1.938, -3.034], [0.468, 2.293, -1.702], [-1.926, 1.825, 0.228], [-1.563, 1.822, -0.658], [-1.169, 1.963, 0.797], [-2.592, -1.107, 0.500], [-2.234, -0.234, 0.339], [-1.852, -1.699, 0.360], [2.740, 0.400, 2.260], [3.405, 0.427, 2.948], [3.219, 0.137, 1.474], [4.108, -0.005, -0.100], [3.655, 0.040, -0.942], [4.728, 0.724, -0.122], [-1.254, -3.322, -0.317], [-1.985, -3.719, 0.156], [-1.043, -3.952, -1.006]], "forces_ev_per_angstrom": [[0.05, -0.02, -0.01], [0.02, -0.03, -0.03], [-0.33, -0.30, 0.03], [0.60, 0.17, -0.06], [-0.21, 0.14, 0.08], [0.16, -0.11, 0.17], [-0.09, 0.30, 0.00], [0.54, -0.26, 0.20], [0.47, 0.00, -0.14], [-0.55, 0.27, 0.06], [-0.08, -0.37, -0.02], [-0.63, -0.41, -1.08], [0.22, 0.21, 0.67], [0.00, 0.07, 0.18], [0.19, -0.32, 0.11], [-0.16, 0.06, -0.38], [0.20, 0.32, 0.18], [-0.64, -0.57, -0.25], [0.02, -0.01, -0.45], [0.04, 0.41, 0.42], [-0.21, -0.08, 0.14], [0.02, 0.85, 0.18], [0.40, -0.19, 0.05], [-0.55, 0.33, 0.54], [0.01, -0.02, 0.30], [0.32, -0.21, -0.87], [0.50, -0.07, 0.56], [-0.65, 0.03, -0.57], [0.27, 0.13, 0.05], [0.31, -0.09, -0.01], [-0.31, -0.16, 0.18], [0.07, -0.07, -0.22]], "mulliken_charge": [0.022, -0.021, -0.613, 0.342, 0.303, -0.662, 0.290, 0.329, -0.716, 0.324, 0.331, -0.652, 0.422, 0.293, -0.630, 0.291, 0.295, -0.701, 0.376, 0.337, -0.708, 0.384, 0.355, -0.669, 0.292, 0.401, -0.696, 0.395, 0.335, -0.654, 0.317, 0.288]}